a.
16
Properties=species:S:1:pos:R:3 method="wB97M-V/def2-TZVPD" e_lumo_ev="-0.8 / -1.5" orbital_gap_ev="7.89 / 6.65"
C -1.494 1.074 -0.234
C 0.011 -2.101 0.101
C -0.155 1.123 -0.747
C 0.800 -0.947 0.655
N 0.816 1.656 0.057
O 1.945 1.563 -0.429
O 0.656 1.922 1.249
I 2.721 -0.849 0.059
H -2.076 0.216 -0.722
H -1.575 0.820 0.864
H -2.001 2.138 -0.418
H 0.123 -3.028 0.739
H 0.581 -2.403 -0.812
H -1.072 -1.810 -0.073
H 0.186 0.896 -1.735
H 0.532 -0.268 1.446

***

b.
16
Properties=species:S:1:pos:R:3 method="wB97M-V/def2-TZVPD" e_lumo_ev=0.6 orbital_gap_ev=9.31
C 1.154 0.331 -0.210
C 1.783 0.668 1.131
C -1.004 1.348 0.150
C -1.214 -1.979 -0.786
N -0.237 0.203 -0.272
O 1.612 1.571 0.070
O -0.689 -1.162 0.179
I 3.695 -0.094 1.582
H 1.699 -0.202 -1.088
H 1.181 0.801 1.966
H -1.251 1.590 1.176
H -0.538 2.219 -0.261
H -1.996 1.521 -0.467
H -2.236 -1.699 -1.047
H -1.335 -2.950 -0.394
H -0.625 -2.165 -1.730

***

Which of them is most stable? Easy: b.

***

a.
11
Properties=species:S:1:pos:R:3 method="wB97M-V/def2-TZVPD" e_lumo_ev=0.9 orbital_gap_ev=10.80
N 0.664 2.668 -0.611
C 1.131 1.413 -0.102
O 0.071 0.591 0.382
H 1.071 2.917 -1.496
H 0.676 3.413 0.061
H 1.620 0.843 -0.864
H 1.867 1.569 0.685
H -0.659 1.032 0.013
H -2.204 -3.507 0.645
H -1.843 -4.282 -0.570
O -1.587 -4.194 0.353

***

b.
11
Properties=species:S:1:pos:R:3 method="wB97M-V/def2-TZVPD" e_lumo_ev=0.8 orbital_gap_ev=10.02
N 1.633 0.958 0.573
C 1.158 -0.283 -0.034
O 0.664 -0.161 -1.323
H 1.727 1.742 -0.051
H 1.165 1.141 1.440
H 1.935 -1.059 0.038
H 0.328 -0.655 0.552
H 1.349 -0.013 -1.981
H -2.929 0.097 0.477
H -3.515 -1.317 0.363
O -3.515 -0.450 -0.055

***

Which of them is most stable? Easy: a.

***

a.
11
Properties=species:S:1:pos:R:3 method="wB97M-V/def2-TZVPD" e_lumo_ev=0.5 orbital_gap_ev=10.23
C 0.696 -1.676 -1.655
N 0.170 -0.526 -1.629
H 0.160 -2.609 -1.849
H 1.765 -1.796 -1.428
H 0.782 0.090 -2.169
H -0.277 -0.572 1.600
H -0.075 -1.329 2.809
O 0.262 -0.519 2.403
H -0.156 2.032 0.100
H -1.643 1.797 0.416
O -0.986 2.484 0.280

***

b.
11
Properties=species:S:1:pos:R:3 method="wB97M-V/def2-TZVPD" e_lumo_ev=1.0 orbital_gap_ev=10.50
N -3.129 1.819 -0.895
C -1.872 1.458 -0.204
O -1.129 0.720 -1.161
H -2.930 2.633 -1.418
H -3.470 1.105 -1.594
H -1.323 2.398 0.080
H -2.167 0.873 0.724
H -0.297 1.015 -1.327
H 5.618 -3.459 2.360
H 5.098 -4.676 1.874
O 5.602 -3.885 1.561

***

Which of them is most stable? Easy: b.

***

a.
20
Properties=species:S:1:pos:R:3 method="wB97M-V/def2-TZVPD" e_lumo_ev=-3.5 charge=+1 orbital_gap_ev=11.35
C 1.451 1.210 -0.211
N 0.031 1.561 -0.213
C -0.768 1.370 1.020
H 1.968 1.137 -1.161
H 1.563 0.249 0.274
H 2.010 1.969 0.334
H -0.050 2.485 -0.641
H -0.589 1.089 -0.984
H -0.048 1.482 1.831
H -1.412 2.207 1.259
H -1.325 0.443 1.054
H -0.165 -0.856 -1.708
H -0.968 -0.120 -3.039
O -0.738 -0.005 -2.113
H 1.184 -1.816 -1.371
H -0.002 -2.271 -0.652
O 0.528 -1.461 -0.737
H 0.113 -1.581 1.979
H -0.951 -2.565 1.904
O -0.438 -2.097 2.585

***

b.
20
Properties=species:S:1:pos:R:3 method="wB97M-V/def2-TZVPD" e_lumo_ev=-2.9 charge=+1 orbital_gap_ev=11.76
C -0.823 0.803 -0.054
N 0.408 0.668 -0.942
C 0.178 0.215 -2.332
H -1.073 1.857 -0.003
H -0.533 0.431 0.930
H -1.631 0.205 -0.454
H 0.903 1.545 -0.803
H 1.089 0.034 -0.463
H -0.855 0.374 -2.592
H 0.772 0.746 -3.052
H 0.349 -0.852 -2.416
H 2.807 -1.019 1.245
H 2.606 0.529 1.336
O 2.448 -0.249 0.794
H -1.837 0.935 3.679
H -0.456 0.997 4.313
O -0.916 0.698 3.522
H -0.723 -2.935 -1.504
H -1.578 -2.738 -0.254
O -1.135 -2.245 -0.953

***

c.
20
Properties=species:S:1:pos:R:3 method="wB97M-V/def2-TZVPD" e_lumo_ev=-3.0 charge=+1 orbital_gap_ev=12.42
C 0.820 -0.020 1.335
N -0.408 -0.476 0.648
C -0.165 -1.842 -0.001
H 1.705 0.145 0.750
H 0.578 0.863 1.974
H 1.176 -0.757 2.085
H -0.629 0.146 -0.182
H -0.999 -0.579 1.488
H 0.586 -1.670 -0.709
H -1.161 -2.141 -0.455
H 0.307 -2.384 0.751
H 2.656 0.424 -1.792
H 2.391 -0.928 -2.757
O 2.053 -0.262 -2.135
H 0.721 0.696 -1.963
H -0.250 1.963 -1.621
O -0.043 1.002 -1.455
H -1.870 1.479 1.142
H -2.947 1.944 2.012
O -2.428 1.173 1.932

***

Which of them is most stable? Easy: b.